163
Properties=species:S:1:pos:R:3:forces:R:3 method="wB97M-V/def2-TZVPD" total_energy_ev=-98925.129 smiles="CCCCCCCCCCCCCCCCCC[PH](CC(=O)Cl)(CP(=O)(O)O)[C@H](C)CCC.CCOCC.CCOCC.CCOCC.CCOCC.CCOCC" e_lumo_ev=-0.32
C -3.07142 2.43197 0.61950 -0.135 0.609 0.843
C -3.79871 3.81755 0.99152 0.596 0.190 -1.104
C -4.32912 4.47553 -0.40384 -0.184 0.691 1.552
C -5.90025 4.27290 -0.64883 0.507 -0.486 -1.328
C -6.37409 2.73144 -0.60917 -0.670 0.643 0.503
C -6.73538 2.21052 0.88209 0.106 -0.591 -0.716
C -7.97244 1.17605 0.78537 0.522 -0.509 0.650
C -7.41547 -0.34348 0.56853 -0.515 0.536 -0.017
C -7.63827 -0.88326 -0.93076 0.455 -1.342 0.488
C -6.40160 -1.87613 -1.24883 -0.275 0.234 -0.462
C -6.56609 -2.66060 -2.64198 1.038 1.054 -0.110
C -5.07986 -2.87893 -3.26731 -1.471 -1.251 -0.067
C -4.13854 -3.77849 -2.32514 0.901 0.738 -0.054
C -2.81921 -2.97874 -1.78605 -0.451 -0.873 0.332
C -1.56456 -3.97833 -1.79070 0.466 0.540 -0.169
C -0.13065 -3.21000 -1.86219 -0.632 -0.600 1.196
C 0.22427 -2.66833 -0.36520 -1.594 0.137 -0.520
C 1.09897 -1.33099 -0.37304 -1.294 0.361 -1.267
P 2.48987 -1.18543 0.89516 -0.971 0.933 -0.749
C 3.32918 -2.53979 1.91465 1.653 -1.034 0.298
C 3.05534 -4.04048 1.46554 -1.836 -2.337 4.342
O 2.67489 -4.84287 2.36259 1.554 3.207 -4.089
Cl 3.18676 -4.71104 -0.22081 0.166 0.984 1.264
C 3.74628 -1.39945 -0.54129 0.994 -0.076 -1.756
P 4.00309 0.22577 -1.52388 2.652 0.301 -1.655
O 4.61324 -0.00270 -2.90888 -2.116 0.683 3.294
O 5.20562 1.08428 -0.61845 -2.771 -1.157 0.035
O 2.63084 1.22748 -1.53150 1.849 -1.323 1.069
C 1.25647 -0.72172 2.29112 -0.455 0.275 1.905
C 2.12306 0.06957 3.43366 -1.018 0.723 -0.997
C 0.45425 -1.96396 2.91769 -0.357 0.020 1.367
C -1.11668 -1.61095 3.18005 1.277 1.038 0.811
C -1.15790 -0.45652 4.32310 -0.057 0.255 -0.191
H -3.70156 1.89960 -0.16657 1.021 0.397 1.187
H -2.02206 2.66161 0.20601 -1.648 -0.401 0.454
H -2.94045 1.82252 1.58333 -0.192 0.525 -1.554
H -2.99880 4.51638 1.41280 -1.139 -0.917 -0.376
H -4.62947 3.71901 1.77150 1.166 -0.009 -1.208
H -3.65897 4.06755 -1.23564 -1.211 0.558 0.913
H -4.13591 5.60330 -0.31262 -0.287 -1.566 -0.451
H -6.55313 4.93232 0.03933 1.178 -1.184 -0.875
H -6.10981 4.63548 -1.72739 0.317 -0.385 1.659
H -5.63128 2.01975 -1.12502 -0.978 1.176 0.793
H -7.34001 2.67562 -1.22185 1.300 0.055 0.811
H -6.94047 3.06043 1.62293 0.119 -1.015 -1.314
H -5.80919 1.65446 1.28783 -1.518 0.786 -0.435
H -8.60823 1.23967 1.74770 1.074 -0.208 -1.446
H -8.67977 1.41331 -0.08351 1.073 -0.084 1.196
H -7.92537 -1.00760 1.36194 0.877 0.754 -1.451
H -6.27765 -0.39218 0.77067 -1.807 0.244 -0.187
H -7.69499 -0.05871 -1.72288 0.248 -0.991 1.225
H -8.60791 -1.50616 -1.03504 1.396 1.092 0.293
H -5.44427 -1.23133 -1.32441 -1.418 -0.937 0.162
H -6.23198 -2.60847 -0.37722 -0.385 1.104 -1.231
H -7.14944 -3.64941 -2.55242 0.932 1.555 -0.089
H -7.10872 -1.94395 -3.36938 0.595 -1.289 1.097
H -5.24759 -3.48511 -4.23645 0.438 1.172 1.288
H -4.64691 -1.85547 -3.53338 -0.425 -1.470 0.473
H -4.67980 -4.19258 -1.40945 0.484 0.489 -1.410
H -3.75275 -4.64910 -2.95749 -0.616 1.084 0.995
H -2.67656 -2.03057 -2.40504 0.086 -1.340 0.717
H -2.98407 -2.66815 -0.68803 0.106 -0.215 -1.719
H -1.61687 -4.70156 -2.68646 -0.049 1.108 1.387
H -1.63178 -4.58998 -0.81081 0.290 0.757 -1.647
H 0.64485 -3.99887 -2.14459 -0.833 1.328 0.075
H -0.19209 -2.34606 -2.62515 0.244 -1.419 1.194
H 0.61422 -3.53384 0.25979 -0.283 1.157 -0.901
H -0.80616 -2.39420 0.08635 1.711 -0.479 -0.477
H 0.37414 -0.45023 -0.17862 1.204 -1.386 -0.200
H 1.45560 -1.16587 -1.46024 -0.279 -0.309 1.917
H 3.04631 0.15781 1.06980 -0.113 -0.466 0.095
H 4.47213 -2.37863 1.81139 -1.784 -0.216 -0.086
H 3.14741 -2.47499 3.05292 -0.191 -0.364 -2.017
H 4.79851 -1.71569 -0.23214 -1.177 0.642 -0.450
H 3.41370 -2.15928 -1.34693 0.520 1.223 1.314
H 4.91243 1.15113 0.32612 0.414 -0.006 -0.983
H 2.42143 1.55102 -0.62010 0.236 -0.331 -0.966
H 0.46009 0.04718 1.95682 1.351 -1.206 0.080
H 1.59555 -0.00547 4.43983 1.067 -0.063 -1.230
H 2.07960 1.18456 3.12869 0.329 -1.660 0.612
H 3.22060 -0.23959 3.44244 -1.440 0.286 0.314
H 0.88819 -2.12809 3.98021 -0.581 0.006 -1.661
H 0.59519 -2.95906 2.37568 -0.318 1.468 0.519
H -1.54849 -1.17561 2.21874 0.245 -0.827 1.239
H -1.70005 -2.49449 3.59965 0.772 0.999 -0.954
H -0.62547 -0.78221 5.28591 -0.708 0.281 -1.440
H -2.22561 -0.18202 4.61553 1.326 -0.422 -0.487
H -0.64943 0.51849 3.97003 -0.799 -1.564 0.467
C 8.08849 3.89126 -5.92223 0.061 -0.142 0.038
C 6.72188 4.42906 -6.31286 0.015 -0.116 0.032
O 5.73152 3.41986 -6.44646 -0.050 0.069 -0.218
C 5.45904 2.64554 -5.28380 -0.021 -0.024 0.111
C 4.97052 3.47112 -4.10667 -0.008 0.155 0.068
H 8.43356 3.15535 -6.65568 -0.039 0.121 0.052
H 8.81724 4.70430 -5.86926 -0.059 -0.049 -0.032
H 8.06939 3.39679 -4.94950 0.018 0.086 0.021
H 6.80181 4.91705 -7.28757 -0.176 -0.143 0.002
H 6.38641 5.19831 -5.60988 0.053 -0.001 0.088
H 6.33768 2.05204 -5.01130 -0.016 0.031 0.085
H 4.67957 1.93085 -5.56124 0.131 0.129 -0.137
H 5.71535 4.20032 -3.78037 0.023 -0.070 0.047
H 4.74202 2.82245 -3.25826 0.027 -0.014 -0.112
H 4.06714 4.02543 -4.37709 0.040 -0.068 -0.002
C -4.46445 5.37817 -5.06401 0.135 -0.087 0.022
C -4.99246 6.51339 -4.20293 0.078 -0.060 -0.049
O -4.17185 6.80313 -3.07969 -0.076 -0.013 0.190
C -2.83569 7.19980 -3.35877 -0.027 0.029 -0.061
C -2.74056 8.45941 -4.20247 -0.097 0.079 -0.075
H -4.35053 4.46701 -4.46748 -0.067 0.096 -0.059
H -5.15106 5.17503 -5.88977 0.027 0.012 0.085
H -3.48791 5.61096 -5.49206 -0.059 0.027 -0.068
H -5.97088 6.22865 -3.80780 0.136 0.088 0.177
H -5.15219 7.41764 -4.79869 0.043 -0.006 -0.076
H -2.28538 6.37320 -3.82071 0.011 0.032 -0.082
H -2.35808 7.38535 -2.39234 -0.230 -0.104 0.003
H -3.19703 8.32903 -5.18563 0.102 -0.025 -0.002
H -1.69473 8.73758 -4.35278 -0.063 -0.026 0.030
H -3.25594 9.28861 -3.71005 0.068 -0.068 -0.003
C 4.84779 -6.32131 4.09084 -0.017 -0.136 0.111
C 5.61653 -5.24031 3.34991 0.028 -0.175 0.136
O 6.91735 -5.00890 3.87415 0.050 0.232 0.022
C 7.80987 -6.11523 3.85748 -0.001 -0.045 -0.056
C 8.07840 -6.65677 2.46385 -0.074 0.032 -0.129
H 4.75973 -6.06813 5.15243 0.001 0.021 -0.133
H 3.84594 -6.43209 3.67119 0.126 0.045 0.057
H 5.34495 -7.29095 4.02781 -0.020 0.014 -0.073
H 5.07171 -4.29747 3.44134 0.237 0.028 0.118
H 5.67319 -5.46080 2.27860 -0.017 -0.103 -0.048
H 7.44520 -6.90415 4.52363 -0.028 -0.052 -0.065
H 8.75173 -5.76147 4.28644 -0.204 0.156 0.005
H 7.16999 -7.03219 1.98847 0.047 -0.079 0.052
H 8.79762 -7.47803 2.50775 -0.035 0.066 0.013
H 8.48346 -5.87093 1.82027 0.010 -0.059 0.075
C 8.45706 0.87006 -1.35581 -0.010 0.129 0.070
C 9.88563 0.91068 -0.83991 -0.148 -0.019 -0.093
O 10.29423 2.19919 -0.39949 0.163 0.129 -0.008
C 9.54488 2.76766 0.66536 0.002 -0.070 -0.029
C 9.56604 1.93349 1.93491 0.036 -0.136 0.037
H 8.32744 1.58004 -2.17903 0.012 -0.123 0.062
H 8.20881 -0.13252 -1.71331 0.012 0.089 -0.005
H 7.73618 1.13542 -0.58178 0.001 -0.105 -0.052
H 10.56108 0.63130 -1.65232 0.092 0.209 0.121
H 10.03808 0.17293 -0.04545 -0.062 -0.024 0.047
H 8.51772 2.96533 0.34039 -0.051 -0.068 0.045
H 9.99394 3.74256 0.87589 0.082 -0.127 -0.193
H 9.12127 0.94771 1.78440 -0.065 0.063 0.022
H 9.00747 2.43571 2.72863 0.047 -0.003 -0.048
H 10.59421 1.77995 2.27392 -0.078 0.052 -0.016
C -5.40528 -3.80376 4.54496 -0.097 -0.127 -0.036
C -5.74356 -2.32637 4.43530 -0.026 -0.092 0.009
O -7.08295 -2.07863 4.03068 -0.033 0.104 -0.176
C -8.10373 -2.58458 4.88103 0.034 0.013 0.069
C -8.04968 -2.02551 6.29243 0.102 0.081 0.070
H -5.58275 -4.30848 3.58973 0.062 0.085 0.088
H -4.35635 -3.93499 4.82320 -0.066 0.028 -0.041
H -6.01511 -4.30718 5.29709 0.080 0.025 0.051
H -5.10079 -1.87439 3.67541 -0.227 0.068 -0.048
H -5.52797 -1.80287 5.37220 0.006 -0.055 0.072
H -8.07967 -3.67945 4.88929 0.028 -0.012 0.081
H -9.05686 -2.30121 4.42540 0.213 0.043 -0.131
H -7.11860 -2.28501 6.80018 -0.073 -0.072 0.020
H -8.87703 -2.41820 6.88825 0.040 0.027 -0.057
H -8.11885 -0.93439 6.27382 -0.037 -0.087 -0.017